ORCA calculation (the ωB97M-V functional and the def2-TZVPD basis) on a structure of composition C9H27MnN6O4S2Si.

Output
Maximum force (Eh/bohr): 0.0118
Orbital gap (spin up / spin down) (eV): 8.125 / 8.101
2S+1: 5
<S²>: 6.3578

Element x y z (Å)
Mn 0.10543 0.12499 1.07040
N 0.83028 -0.37360 3.35364
N 2.23061 -0.35650 3.39227
C 2.93784 -0.68364 2.29603
N 4.25465 -0.44015 2.35488
S 2.25551 -1.41470 0.94420
H 0.50302 0.54718 3.68177
H 0.48459 -1.10686 3.96216
H 2.64180 0.29118 4.05112
H 4.66995 0.06320 3.12041
H 4.80737 -0.61081 1.53521
C -0.48520 3.07858 -2.62943
N -0.85926 1.81298 -2.01469
C -1.82398 1.95770 -0.93570
C -0.01287 0.75198 -2.04667
N 0.21109 0.00360 -1.00132
N 0.61817 0.51716 -3.24417
C -0.10207 0.65129 -4.49940
C 1.73592 -0.40316 -3.27603
H -0.16366 3.77945 -1.85362
H -1.34066 3.50897 -3.15348
H 0.32758 2.93848 -3.33452
H -2.71204 2.44838 -1.33823
H -1.43643 2.55905 -0.11241
H -2.11586 0.97894 -0.55931
H 0.63990 -0.87511 -1.26435
H -1.03358 1.18501 -4.33855
H -0.33485 -0.33571 -4.91190
H 0.49724 1.19798 -5.23015
H 1.42018 -1.45481 -3.26727
H 2.39479 -0.22319 -2.42803
H 2.29969 -0.23247 -4.19253
C -0.95935 -3.08687 2.51568
Si -1.38775 -1.88883 1.11778
C -1.30157 -2.85271 -0.50875
C -3.15404 -1.28192 1.37344
H -1.54500 -4.00152 2.38635
H -1.22335 -2.67715 3.49235
H 0.09658 -3.35740 2.52611
H -2.02131 -3.67551 -0.46192
H -0.31912 -3.29542 -0.68311
H -1.55664 -2.23535 -1.36987
H -3.81700 -2.13580 1.54368
H -3.53103 -0.73870 0.50567
H -3.22958 -0.61278 2.23026
O -0.28633 3.76776 1.77068
S 0.10339 2.48156 2.27728
O 1.17519 1.82651 1.40287
O -1.02383 1.44553 2.08243
O 0.53555 2.43316 3.66869